Here is a structure of composition C34H86NO10V from the OMol25 dataset. Energies are from wB97M-V/def2-TZVPD.

The expectation value of S² is 3.76. The calculation puts the LUMO energy (spin up / spin down) at -0.1273 / -0.1288 hartree. As for the HOMO energy (spin up / spin down): -9.026 / -9.111 eV. The spin multiplicity is 4. The total charge is +1. The calculation puts the HOMO-LUMO gap (spin up / spin down) at 0.20443 / 0.20598 hartree.

CARTESIAN COORDINATES (ANGSTROEM)
V -18.9461 -6.2895 1.9580
C -14.0261 -7.4062 2.8462
C -15.0382 -8.5618 2.8601
C -14.2820 -9.8775 3.3674
C -14.0991 -9.7775 4.8739
C -15.4893 -9.5032 5.5571
C -16.3015 -8.2558 5.1300
N -16.2512 -8.2016 3.6721
O -17.0034 -7.0765 3.0860
C -15.8195 -6.9000 5.7308
C -17.7900 -8.5090 5.6316
C -15.4411 -8.9364 1.3967
H -13.2128 -7.7306 2.1970
H -13.5694 -7.0416 3.7664
H -14.4481 -6.5143 2.3831
H -13.2629 -9.8875 2.9810
H -14.7741 -10.7926 3.0379
H -13.5723 -8.8275 4.9636
H -13.4977 -10.6057 5.2489
H -15.2163 -9.2878 6.5901
H -16.1194 -10.3599 5.7963
H -16.1787 -6.6940 6.7391
H -16.0134 -6.0198 5.1178
H -14.7533 -6.8299 5.9462
H -17.8451 -8.6399 6.7123
H -18.1274 -9.4550 5.2080
H -18.5096 -7.7078 5.4633
H -14.5409 -9.4182 1.0150
H -15.8751 -8.1871 0.7346
H -16.1404 -9.7710 1.3478
C -13.6618 -8.8244 9.2631
C -13.2354 -7.2964 9.2163
C -14.0664 -6.2213 9.8209
O -11.9839 -7.1336 9.7612
H -14.0576 -9.2383 10.1905
H -12.9252 -9.5125 8.8483
H -14.5880 -8.9818 8.7102
H -13.2204 -7.1043 8.1434
H -13.9132 -6.1486 10.8977
H -15.0737 -6.5489 9.5638
H -13.8264 -5.2091 9.4953
H -11.3297 -7.2448 9.0675
C -20.5674 -9.7956 3.3735
C -19.6325 -9.5892 2.1428
C -19.9707 -10.5728 0.9714
O -19.8911 -8.3607 1.6836
H -20.4591 -10.7968 3.7906
H -21.6407 -9.7111 3.2033
H -20.3350 -9.1247 4.2006
H -18.5821 -9.6190 2.4324
H -21.0367 -10.6920 0.7781
H -19.8035 -11.4782 1.5548
H -19.3919 -10.4658 0.0540
H -20.4586 -8.5990 0.9468
C -16.7784 -5.5767 -1.8716
C -17.7874 -6.5401 -1.4237
C -17.4993 -7.8570 -2.1794
O -17.7319 -6.7405 -0.0779
H -16.4005 -5.7864 -2.8722
H -15.8980 -5.4440 -1.2428
H -17.1974 -4.5813 -2.0187
H -18.8050 -6.2832 -1.7184
H -16.5289 -8.3114 -1.9796
H -17.7531 -7.6810 -3.2248
H -18.3052 -8.5188 -1.8621
H -16.8462 -7.0646 0.1014
C -16.0994 -3.7700 1.3151
C -17.0847 -3.7506 2.4296
C -17.2601 -2.4406 3.1594
O -18.3416 -4.2289 2.0132
H -16.4406 -3.3797 0.3563
H -15.7221 -4.7750 1.1260
H -15.1274 -3.3145 1.5038
H -16.8418 -4.4527 3.2272
H -16.3607 -2.0069 3.5965
H -17.9767 -2.5016 3.9785
H -17.7661 -1.7364 2.4989
H -18.7721 -3.6392 1.3898
C -17.1185 -12.7903 3.7073
C -15.8817 -13.6409 4.2462
C -14.8171 -13.8864 3.2549
O -15.0839 -13.0128 5.3054
H -17.8725 -12.6602 4.4836
H -17.6280 -13.4566 3.0113
H -16.9268 -11.8735 3.1499
H -16.2619 -14.5756 4.6584
H -13.9463 -14.2486 3.8013
H -14.5148 -12.9628 2.7612
H -15.0906 -14.5017 2.3977
H -14.6928 -12.1934 4.9936
C -20.9245 -11.1316 8.5170
C -21.2718 -10.7618 7.1271
C -21.6904 -11.8478 6.2153
O -22.2850 -9.7761 7.1559
H -20.0548 -11.7886 8.5100
H -21.7094 -11.7668 8.9276
H -20.6359 -10.3324 9.1997
H -20.3411 -10.3636 6.7231
H -22.6182 -12.3093 6.5535
H -21.0346 -12.7176 6.1762
H -21.9907 -11.4792 5.2344
H -23.0847 -10.1401 7.5427
C -11.6187 -4.6999 3.3663
C -12.7691 -3.6014 3.6684
C -13.7732 -4.1379 4.7104
O -12.1939 -2.4909 4.2442
H -12.2109 -5.4872 2.9000
H -11.0230 -5.0803 4.1960
H -10.9641 -4.5512 2.5075
H -13.2257 -3.3581 2.7091
H -13.4224 -4.9209 5.3827
H -14.5260 -4.7205 4.1795
H -14.2318 -3.3467 5.3036
H -12.6561 -2.1367 5.0075
C -14.5382 -12.3646 8.8702
C -15.9479 -12.9588 8.6858
C -17.0604 -12.0917 8.1752
O -15.8164 -13.9290 7.7744
H -14.4274 -11.6436 8.0603
H -13.6411 -12.9782 8.9535
H -14.4793 -11.8406 9.8242
H -16.2606 -13.5467 9.5487
H -16.8533 -11.6736 7.1902
H -17.2102 -11.2113 8.8002
H -17.9974 -12.6059 7.9610
H -15.6234 -13.5480 6.9146
C -19.6482 -5.0480 4.7932
O -20.0071 -5.9958 3.8349
H -18.5761 -4.8676 4.8722
H -20.1598 -4.0957 4.6535
H -19.9908 -5.3038 5.7958
H -20.6102 -6.6002 4.2738

Mulliken atomic charge list, values in e, 8 entries:
1 V 0.6970
2 C -1.5822
3 C 1.4482
4 C -0.6274
5 C -1.3965
6 C 0.8591
7 C 2.3218
8 N -0.0150